a:
Entry from the OMol25 dataset: a cluster of 2 separate species, C4H14NOS2 in total (ωB97M-V/def2-TZVPD).

Each line ends with the Mulliken charge.
Positions of all 22 atoms, in Å:
H (-3.378, -1.452, 2.168)  0.289
N (-1.300, 1.097, 2.376)  -0.326
H (1.548, 1.002, 0.467)  0.389
S (-0.602, 0.468, -0.731)  -0.103
H (0.498, 2.379, 2.130)  0.368
C (1.773, -1.168, -1.943)  -0.559
H (-3.206, -0.682, 0.838)  0.282
H (1.761, -0.376, -4.010)  0.297
H (3.028, -1.405, -3.576)  0.285
C (-0.217, 1.782, 1.568)  -0.768
C (0.483, 0.702, 0.721)  -0.515
H (2.283, -1.876, -1.444)  0.472
H (-1.049, 0.171, 2.778)  0.361
H (-0.630, 2.620, 0.922)  0.344
S (-0.039, -1.384, -1.382)  -0.085
H (-1.607, 1.653, 3.208)  0.363
H (1.116, -1.990, -3.889)  0.357
H (0.572, -0.188, 1.269)  0.398
O (-2.936, -0.725, 1.679)  -0.582
H (2.206, -0.265, -1.525)  0.274
C (1.884, -1.322, -3.524)  -0.957
H (-2.189, 0.961, 1.898)  0.416

Results
HOMO ... -11.771 eV
Total charge ... +1
HOMO-LUMO gap ... 8.498 eV

b:
Entry from the OMol25 dataset: a cluster of 2 separate species, C4H14NOS2 in total (ωB97M-V/def2-TZVPD).

Each line ends with the Mulliken charge.
Positions of all 22 atoms, in Å:
H (3.292, 1.635, 0.815)  0.300
S (-1.823, -1.794, 0.262)  -0.004
H (2.903, 0.321, 1.436)  0.299
H (0.633, 0.942, 0.507)  0.352
C (-1.143, 1.882, -1.443)  -1.429
H (-2.336, 1.012, 0.114)  0.415
H (1.370, -2.252, -0.200)  0.224
O (2.516, 1.087, 0.993)  -0.637
H (1.871, -3.157, 1.295)  0.345
N (-0.350, 1.117, 0.763)  -0.207
H (-1.521, 1.551, -2.409)  0.363
H (-0.536, 2.072, 1.040)  0.376
H (-0.061, -0.683, -1.066)  0.339
C (1.084, -2.925, 0.587)  -0.776
C (-1.362, 0.865, -0.330)  0.241
H (-1.579, 2.840, -1.166)  0.421
H (0.737, -3.790, 0.026)  0.334
C (-1.124, -0.527, -0.873)  -0.938
H (-0.116, 2.218, -1.637)  0.380
S (-0.260, -2.172, 1.546)  -0.084
H (-1.616, -0.748, -1.812)  0.422
H (-0.581, 0.504, 1.552)  0.262

Results
HOMO ... -12.265 eV
Total charge ... +1
HOMO-LUMO gap ... 9.305 eV

Which of them is least stable? Easy: a.

a:
Entry from the OMol25 dataset: a cluster of 11 separate species, C38H106N8O14 in total (ωB97M-V/def2-TZVPD).

Each line ends with the Mulliken charge.
Positions of all 166 atoms, in Å:
H (5.467, 1.456, 1.521)  0.406
H (7.616, -2.260, 1.612)  0.145
O (-0.065, 1.695, -0.282)  -0.502
H (-4.887, -0.795, -6.795)  0.295
H (-6.360, 5.888, 3.688)  0.223
H (0.852, -0.749, 0.869)  -0.423
H (9.125, -1.537, 1.586)  0.405
H (-3.323, 4.413, 3.515)  0.273
H (-0.536, 4.568, 1.058)  -0.054
H (-1.841, -4.092, -4.902)  0.063
H (5.808, -0.835, 0.366)  0.035
C (-4.912, 2.387, -0.106)  0.827
O (-0.368, 0.919, 2.680)  0.645
O (1.631, -6.435, -1.564)  -0.507
C (7.940, -0.657, -0.002)  0.591
H (-4.347, 0.060, 3.346)  -0.002
H (-0.449, -4.525, -1.161)  0.367
H (6.051, -5.224, 3.576)  0.390
H (-4.211, 4.434, -0.486)  0.253
H (-0.569, -4.684, -5.976)  0.354
H (-0.864, 4.802, 2.808)  0.447
H (0.008, -1.155, -6.513)  0.330
H (3.622, -5.257, 3.814)  0.360
C (3.135, -4.874, 1.756)  -1.029
H (1.696, -5.178, -3.217)  0.322
H (-1.699, -1.178, -2.119)  -0.013
C (-6.806, 4.477, -1.313)  -0.747
H (-2.939, 0.362, -6.274)  0.380
H (-5.110, 0.001, -3.489)  0.387
C (0.856, -1.337, -4.128)  -0.893
H (-0.227, -3.808, -2.602)  -0.361
H (-2.161, -3.644, -8.292)  0.288
H (-2.435, 1.419, 3.599)  -0.569
C (-0.173, -2.137, -6.069)  -0.793
H (8.965, 0.742, 1.261)  0.193
O (6.330, -1.720, -1.431)  -0.493
N (-5.160, -1.122, -5.868)  -0.710
H (-5.289, 0.778, 5.699)  0.246
H (-3.609, -2.036, 4.333)  0.470
C (-2.939, -1.168, 4.379)  -1.172
C (-4.744, 5.623, 2.366)  1.230
H (4.825, 5.599, 0.363)  0.305
C (1.187, 1.048, -0.378)  -0.287
C (-4.033, -1.039, -4.943)  1.814
O (2.229, -1.112, -0.568)  0.242
H (-4.436, 6.638, 0.445)  0.302
H (4.978, -2.769, -2.393)  0.399
H (-0.308, 1.842, 0.634)  0.032
H (-4.015, 0.870, 1.046)  0.408
C (0.371, -4.357, -1.869)  0.302
H (4.338, 0.973, 2.747)  0.222
C (1.024, -0.442, -0.166)  1.397
H (5.573, -3.791, 2.740)  0.148
H (-0.609, -3.488, -8.435)  0.272
H (-4.172, 7.739, 1.756)  0.326
H (4.432, -2.236, -0.971)  0.001
H (1.838, -3.974, -0.631)  -0.136
C (-4.612, 3.586, -1.059)  -0.583
H (2.432, 4.513, 1.570)  -0.023
H (1.684, 1.256, -1.322)  0.514
H (-5.147, 6.910, 4.046)  0.202
N (-4.756, -0.048, 5.478)  -0.674
C (1.487, 0.667, 4.338)  -0.212
H (4.594, 5.249, 1.940)  0.339
H (-2.153, -0.005, -4.687)  0.005
H (-0.205, 1.887, 4.503)  0.224
C (4.045, -5.417, 2.819)  0.557
C (8.329, -1.840, 0.897)  -1.377
H (1.923, -1.989, -0.862)  0.007
H (-2.933, -2.110, -1.278)  0.397
H (1.726, 1.331, 0.534)  -0.183
H (-2.323, -2.220, -6.415)  -0.669
H (2.645, -3.503, 3.626)  0.261
H (4.776, -7.119, 2.082)  0.308
H (-3.890, 2.184, 4.225)  0.379
O (3.014, -3.449, 1.555)  0.001
H (-6.871, 5.546, -1.548)  0.326
C (-4.770, 6.879, 1.459)  -1.508
C (-4.601, -0.970, -3.528)  -1.343
H (-6.143, 1.881, -1.559)  0.375
C (-3.863, 0.074, 4.329)  0.892
H (-3.386, 1.062, -4.665)  0.255
C (-3.329, 5.234, 2.790)  -0.851
H (-2.578, -2.369, -3.033)  0.229
N (-5.363, 6.024, 3.622)  -0.691
H (-0.581, 0.012, 2.982)  -0.288
H (2.130, -5.305, 1.817)  0.345
H (-0.734, -2.568, 2.347)  0.069
H (7.718, 1.326, 0.274)  0.172
C (-3.098, 0.159, -5.219)  -0.910
O (-3.622, -0.621, -2.543)  0.094
H (-7.663, 3.913, -1.685)  0.316
H (-4.940, 0.969, -1.562)  0.031
H (1.037, -1.547, -3.078)  -0.115
H (0.742, 2.526, 3.331)  0.270
H (2.866, 5.031, -1.416)  0.348
H (0.267, 0.012, 5.791)  0.301
H (-5.231, -1.819, -3.258)  0.238
C (4.395, 1.343, 1.723)  -0.507
H (6.199, 0.281, -0.911)  0.300
O (3.915, 2.694, 1.774)  -0.409
H (-2.260, -4.887, -6.469)  0.499
N (-1.415, -3.008, -8.045)  -0.825
C (-3.158, 1.397, 4.422)  -0.411
H (-3.014, 2.338, 1.016)  -0.267
N (-5.617, 1.317, -0.878)  -0.830
C (-1.419, -2.808, -6.595)  1.335
C (2.712, -2.809, 2.788)  -0.264
C (3.134, 4.634, 0.745)  0.709
H (1.720, -2.344, 2.809)  -0.342
H (-3.826, 3.245, -1.742)  0.300
H (5.897, -5.287, 1.801)  0.321
O (-2.476, 5.129, 1.658)  -0.380
H (3.457, -2.047, 3.022)  0.159
H (-5.359, -0.851, 5.338)  0.251
H (-6.863, 4.462, -0.220)  0.246
H (2.406, -6.800, -1.996)  0.322
H (0.627, -2.821, -6.387)  0.433
C (6.487, -0.691, -0.483)  -0.129
H (4.377, -0.998, -2.231)  0.283
O (1.436, -3.541, -1.400)  -0.181
H (2.159, 6.229, -0.393)  0.419
N (8.091, 0.552, 0.806)  -0.547
H (0.177, -0.787, -0.774)  -0.620
H (-3.028, 1.248, -0.342)  0.044
H (2.171, 0.126, 3.694)  -0.385
H (-5.305, 4.798, 1.934)  -0.126
H (-5.620, 2.619, 0.693)  0.211
H (3.476, -5.259, 0.787)  0.307
H (-2.604, 1.647, 5.327)  0.382
H (-5.809, -0.357, -5.671)  0.324
H (1.937, 1.364, 5.051)  0.449
H (8.737, -2.684, 0.339)  0.337
O (-2.080, -1.189, 3.252)  -0.156
H (1.376, 4.681, -0.546)  0.202
N (4.004, -6.897, 2.716)  -0.732
C (5.471, -4.876, 2.719)  -1.240
C (-1.565, -4.234, -5.951)  -1.155
O (-0.216, -2.114, -4.656)  0.125
H (0.608, -0.282, -4.284)  0.478
H (-3.341, -1.877, -5.064)  -0.865
O (-5.607, 4.048, -1.942)  -0.451
H (4.377, -7.357, 3.544)  0.283
H (-2.372, -1.266, 5.308)  0.302
N (4.147, 5.656, 1.119)  -0.790
C (-3.667, 1.695, 0.422)  -0.561
H (1.806, -1.474, -4.655)  0.471
C (0.427, 1.534, 3.668)  -0.167
C (-2.688, -1.632, -2.233)  -0.744
H (-0.407, -2.345, 3.971)  0.286
C (3.824, 3.291, 0.491)  0.069
H (-1.520, 3.379, 2.036)  -0.122
H (-1.890, -3.184, 3.567)  0.502
C (-1.259, 4.426, 1.853)  -0.146
O (0.846, -0.352, 5.116)  -0.559
H (3.871, 0.716, 1.001)  0.022
C (0.980, -5.596, -2.502)  -0.713
H (4.759, 3.313, -0.082)  0.335
H (-2.827, 6.043, 3.344)  0.416
C (2.355, 5.159, -0.456)  -1.452
H (0.244, -6.181, -3.064)  0.366
H (3.159, 2.727, -0.175)  -0.140
C (4.964, -1.825, -1.842)  -0.444
H (8.638, -0.720, -0.841)  0.160
H (-5.820, 7.172, 1.443)  0.397
C (-1.259, -2.338, 3.278)  -0.816

Results
HOMO ... -8.933 eV
Structure (SMILES) ... COC[C@H](C)N.COC[C@H](C)N.COC[C@H](C)N.COC[C@H](C)N.COC[C@H](C)N.COC[C@H](C)N.COC[C@H](C)N.COC[C@H](C)N.OCCO.OCCO.OCCO
HOMO-LUMO gap ... 9.474 eV

b:
Entry from the OMol25 dataset: a cluster of 11 separate species, C38H106N8O14 in total (ωB97M-V/def2-TZVPD).

Each line ends with the Mulliken charge.
Positions of all 166 atoms, in Å:
N (-3.124, -0.710, 6.254)  -0.697
H (-0.628, 0.013, -4.945)  -0.240
H (0.754, -5.080, 4.244)  0.265
H (-1.290, -2.914, -5.384)  0.463
H (1.388, -4.257, -4.367)  0.031
H (-5.426, -1.312, 5.363)  0.429
H (3.447, -2.979, -1.768)  0.354
H (3.055, -1.584, 1.180)  -0.227
H (1.975, 5.552, -2.506)  0.419
H (-3.171, -2.607, 5.825)  0.251
H (-4.863, 0.923, 0.931)  0.433
H (1.469, 3.036, -1.703)  -0.659
H (1.133, -0.209, -2.586)  0.284
H (1.391, -0.578, 3.111)  0.065
C (-0.511, -0.640, -6.969)  -1.728
C (4.013, -2.013, 1.474)  -0.119
H (0.409, 4.311, -1.422)  0.090
H (4.288, -1.257, 2.209)  0.245
O (2.506, 2.242, 7.763)  -0.535
C (-0.312, -0.114, -0.935)  1.002
H (1.543, -0.579, -5.091)  0.362
C (1.124, -0.286, -1.498)  0.101
C (2.734, 0.846, 7.477)  -0.906
C (-4.723, -1.741, 4.649)  -1.232
H (1.703, -6.285, 4.357)  0.316
H (-1.226, -1.878, 4.683)  0.199
H (-0.128, -7.721, -3.770)  0.235
H (2.392, -0.602, 6.089)  0.111
H (7.608, 0.285, 3.279)  0.246
H (2.959, -5.598, 1.343)  0.277
C (-4.860, -0.096, -1.593)  -1.222
H (-1.494, -3.467, -1.867)  0.240
C (1.761, 4.659, -3.093)  -0.907
C (-2.168, -1.770, 4.146)  0.133
H (1.947, -6.740, 2.142)  0.479
H (2.851, 0.916, 5.242)  0.092
C (3.123, -4.565, -3.344)  0.439
H (3.638, 0.091, -0.199)  -0.070
N (-1.092, 0.668, -1.801)  1.112
N (5.869, 2.592, -0.329)  -0.866
H (-0.308, 4.279, 3.540)  0.327
H (4.417, 0.888, -1.635)  0.407
H (1.604, -1.205, -1.161)  -0.583
C (-2.456, 5.134, -2.043)  -0.278
N (0.933, -1.373, -5.223)  -0.529
H (3.010, -2.797, 3.880)  0.266
H (-0.501, 2.359, -2.530)  0.220
O (3.873, -3.265, 2.038)  -0.466
N (-5.760, -0.303, -3.897)  -0.687
O (1.262, -6.225, -3.415)  -0.339
H (-1.233, 0.039, -2.579)  -0.569
H (-2.367, -1.524, -4.895)  0.452
H (-1.138, 7.065, -3.745)  0.294
O (-3.263, 4.802, -0.874)  -0.429
O (-1.039, 4.027, 2.970)  -0.514
O (-2.331, -2.753, 3.187)  -0.495
H (5.916, -0.126, 3.502)  0.179
C (0.175, -6.771, -4.209)  -0.566
N (1.716, -5.282, 4.476)  -0.761
H (2.195, -5.557, -5.103)  0.470
H (6.033, 3.490, 0.102)  0.287
H (3.861, 2.646, 0.183)  0.290
H (-0.582, -5.988, -4.169)  0.125
H (-4.257, 2.530, -2.535)  0.018
H (-5.512, -0.111, -4.857)  0.317
H (-0.389, -2.663, 2.471)  -0.280
C (-2.783, 3.732, -0.030)  0.728
C (0.829, 0.161, 2.539)  -0.628
H (1.248, 4.922, -4.019)  0.228
H (-2.874, 2.839, -0.649)  -0.300
H (-1.507, -0.371, -7.319)  0.409
H (-0.268, -1.494, -7.601)  0.369
H (2.036, -4.074, -1.506)  0.336
C (-1.656, 2.926, 3.430)  0.955
C (-0.432, -0.932, -5.453)  1.271
C (2.170, -5.675, 2.092)  -1.241
H (-0.830, -1.063, -0.801)  0.055
H (-1.958, 0.607, -1.284)  -0.683
N (-3.152, 7.556, -1.918)  -0.815
O (-3.696, 2.049, 4.442)  -0.438
H (3.793, 0.591, 7.486)  0.420
H (1.914, -2.796, -2.672)  -0.366
H (3.500, -3.432, -5.004)  0.283
H (4.812, -1.866, 0.747)  0.420
H (1.602, 2.417, 8.033)  0.319
C (1.943, -5.162, -4.119)  -0.501
C (5.016, 1.672, 1.765)  -0.067
H (-3.833, 7.320, -1.211)  0.360
C (2.618, -4.918, 3.375)  0.314
H (-4.697, -1.173, -1.552)  0.350
H (-2.457, 4.288, -2.730)  0.131
H (-2.528, 7.422, -4.684)  0.371
H (-2.932, -2.485, -2.334)  -0.186
C (-4.914, 2.014, -3.235)  -1.293
C (2.271, 0.481, 6.056)  0.255
H (2.135, 0.257, 8.172)  0.387
C (-3.187, 3.183, 3.697)  -0.524
H (-1.466, 5.428, -1.696)  0.207
H (-5.893, 2.472, -3.100)  0.348
H (1.238, -5.237, 1.734)  0.166
O (0.477, -0.397, 1.293)  0.756
H (4.311, 0.973, 2.213)  -0.360
H (3.637, 4.302, -3.190)  0.313
H (-4.551, 2.313, -4.219)  0.419
C (6.594, 0.682, 3.229)  -0.658
H (-1.571, -1.825, 1.429)  -0.381
H (1.899, -2.934, 2.636)  -0.887
H (-3.738, -0.501, 0.953)  0.464
C (4.455, 0.717, -0.559)  -1.229
H (-3.399, 3.546, 0.850)  -0.508
H (-5.802, 0.185, -1.123)  0.395
H (5.300, 0.030, -0.582)  0.495
H (3.614, -5.411, -2.863)  0.384
C (0.849, 3.750, -2.246)  1.284
H (0.524, 0.917, 6.760)  0.225
H (-2.324, 7.448, -1.349)  0.317
H (-1.945, 5.781, -4.645)  0.366
H (4.439, -3.061, -3.778)  0.292
O (-0.071, 3.041, -3.051)  -0.579
H (-2.091, -0.862, 3.548)  -0.153
H (0.380, 1.487, 0.297)  0.353
O (2.836, 3.920, -3.557)  -0.507
C (4.704, 1.963, 0.288)  0.749
H (-1.710, 3.790, 0.153)  0.222
C (-1.418, -2.660, 2.112)  0.427
O (0.912, 0.739, 5.900)  -0.365
H (-1.140, 2.529, 4.305)  0.312
H (1.551, 0.965, 2.403)  0.383
H (-3.343, 4.163, 4.148)  0.335
H (-1.526, 2.147, 2.679)  -0.743
H (6.713, 2.115, -0.043)  0.319
H (0.049, 0.188, -7.402)  0.388
C (-3.255, -1.698, 5.230)  0.328
C (-2.021, -2.973, -2.682)  -0.748
H (3.637, -5.181, 3.657)  0.257
C (-1.366, -1.956, -4.868)  -1.229
C (2.615, -3.507, -2.235)  -0.461
C (-2.111, 6.661, -4.024)  -1.447
H (0.406, -6.887, -5.268)  0.315
H (-4.815, -1.239, 3.687)  0.105
C (-0.197, 0.581, 0.481)  0.662
H (6.456, 1.455, 3.986)  0.321
H (1.670, 0.624, -1.251)  -0.455
H (4.991, 2.578, 2.370)  0.547
C (2.804, -3.415, 3.006)  0.655
H (-5.637, -1.294, -3.745)  0.292
N (4.031, -3.853, -4.255)  -0.790
H (-3.750, 3.310, 2.772)  0.217
H (-3.782, 0.187, -3.286)  -0.469
O (-1.140, -2.104, -3.443)  0.600
H (-3.157, 1.054, 1.034)  -0.538
C (-3.001, 6.365, -2.802)  0.226
O (6.308, 0.994, 1.898)  -0.407
H (-1.491, -3.534, 1.464)  0.453
H (-4.860, -2.778, 4.343)  0.359
H (-3.075, 0.110, 5.667)  0.230
H (0.827, -1.896, -4.365)  -0.289
H (-2.311, -3.709, -3.431)  0.531
O (-3.858, 0.672, -0.853)  0.191
C (-4.818, 0.420, -3.039)  1.462
H (-4.010, 6.171, -3.164)  0.378
H (-3.961, -0.572, 6.802)  0.271
H (-1.177, 0.770, 0.919)  -1.726
H (0.042, 0.538, 3.192)  -0.141
C (-3.944, 0.486, 0.539)  -0.872
H (-4.652, 2.056, 4.352)  0.287

Results
HOMO ... -9.038 eV
Structure (SMILES) ... COC[C@H](C)N.COC[C@H](C)N.COC[C@H](C)N.COC[C@H](C)N.COC[C@H](C)N.COC[C@H](C)N.COC[C@H](C)N.COC[C@H](C)N.OCCO.OCCO.OCCO
HOMO-LUMO gap ... 9.222 eV

Which of them is least stable? Easy: b.

a:
Entry from the OMol25 dataset: a structure of composition CH2N2OS (ωB97M-V/def2-TZVPD).

Each line ends with the Mulliken charge.
Positions of all 7 atoms, in Å:
H (1.944, 0.256, -1.407)  0.256
S (0.268, -0.269, 0.032)  0.518
O (-0.022, -1.667, -0.005)  -0.472
C (-1.304, 0.512, 0.217)  0.286
N (-2.387, 0.639, 0.455)  -0.262
H (0.432, 0.123, 1.751)  0.169
N (1.070, 0.406, -1.044)  -0.496

Results
HOMO ... -11.120 eV
HOMO-LUMO gap ... 10.286 eV

b:
Entry from the OMol25 dataset: a cluster of 2 separate species, CH2N2OS in total (ωB97M-V/def2-TZVPD).

Each line ends with the Mulliken charge.
Positions of all 7 atoms, in Å:
N (0.222, -0.049, -0.293)  -0.255
S (1.899, -1.031, -2.174)  -0.315
O (1.286, -0.942, 1.887)  -0.262
N (2.185, -1.082, 1.167)  0.129
C (1.249, -0.546, -0.812)  0.243
H (-0.677, 0.038, -0.689)  0.233
H (0.089, -0.040, 0.680)  0.227

Results
HOMO (alpha / beta) ... -7.332 / -7.957 eV
HOMO-LUMO gap (alpha / beta) ... 7.197 / 7.570 eV

Which of them is least stable? Easy: a.